Entry 1:
{
  "formula": "C5H8O",
  "method": "ωB97M-V with the def2-TZVPD basis set",
  "e_homo_ev": -9.429,
  "lumo_ev": 0.97,
  "gap_ev": 10.40,
  "smiles": "O=C1CCCC1",
  "symbols": ["O", "C", "C", "C", "C", "C", "H", "H", "H", "H", "H", "H", "H", "H"],
  "xyz": [[2.36, -0.43, -0.92], [1.24, -0.27, -0.49], [0.80, -0.50, 0.95], [-0.58, 0.16, 1.09], [-1.12, 0.40, -0.35], [0.04, 0.15, -1.33], [0.77, -1.58, 1.11], [1.56, -0.11, 1.64], [-1.27, -0.45, 1.67], [-0.48, 1.11, 1.61], [-1.51, 1.42, -0.44], [-1.96, -0.27, -0.57], [-0.17, -0.65, -2.04], [0.31, 1.03, -1.92]],
  "mulliken_charge": [-0.579, 0.370, -0.468, -0.538, -0.523, -0.447, 0.236, 0.335, 0.290, 0.252, 0.266, 0.254, 0.259, 0.294]
}

***

Entry 2:
{
  "formula": "C5H8O",
  "method": "ωB97M-V with the def2-TZVPD basis set",
  "e_homo_ev": -8.734,
  "lumo_ev": 1.18,
  "gap_ev": 9.91,
  "smiles": "C=CO/C=C\\C",
  "symbols": ["C", "C", "O", "C", "C", "C", "H", "H", "H", "H", "H", "H", "H", "H"],
  "xyz": [[-2.69, -0.28, 0.22], [-1.71, 0.59, 0.43], [-0.44, 0.18, 0.74], [0.57, 0.96, 0.24], [1.67, 0.42, -0.27], [1.90, -1.06, -0.40], [-3.69, 0.07, 0.01], [-2.49, -1.35, 0.24], [-1.85, 1.67, 0.39], [0.41, 2.04, 0.31], [2.45, 1.10, -0.61], [2.12, -1.33, -1.44], [1.01, -1.62, -0.08], [2.75, -1.38, 0.21]],
  "mulliken_charge": [-0.749, 0.165, -0.326, -0.127, -0.192, -0.934, 0.246, 0.239, 0.228, 0.330, 0.316, 0.284, 0.272, 0.249]
}

***

Entry 3:
{
  "formula": "C5H8O",
  "method": "ωB97M-V with the def2-TZVPD basis set",
  "e_homo_ev": -9.430,
  "lumo_ev": 1.14,
  "gap_ev": 10.57,
  "smiles": "C[C@]12CC[C@H]1O2",
  "symbols": ["C", "C", "C", "C", "C", "O", "H", "H", "H", "H", "H", "H", "H", "H"],
  "xyz": [[-1.82, 0.50, 0.23], [-0.40, 0.21, -0.13], [0.46, -0.57, 0.85], [1.65, -0.45, -0.12], [0.81, 0.59, -0.90], [-0.20, -0.23, -1.48], [-1.91, 0.90, 1.25], [-2.26, -0.51, 0.26], [-2.40, 1.09, -0.48], [0.62, 0.10, 1.71], [0.10, -1.54, 1.21], [2.61, -0.19, 0.31], [1.73, -1.34, -0.75], [1.16, 1.48, -1.41]],
  "mulliken_charge": [-1.246, 0.699, -0.629, -0.565, -0.279, -0.496, 0.315, 0.307, 0.334, 0.246, 0.339, 0.318, 0.216, 0.440]
}

***

Entry 4:
{
  "formula": "C5H8O",
  "method": "ωB97M-V with the def2-TZVPD basis set",
  "e_homo_ev": -8.413,
  "lumo_ev": 1.00,
  "gap_ev": 9.41,
  "symbols": ["C", "C", "C", "C", "O", "C", "H", "H", "H", "H", "H", "H", "H", "H"],
  "xyz": [[1.80, 0.29, 0.42], [0.42, 0.53, -0.17], [-0.38, -0.72, -0.59], [-1.76, -0.35, -0.10], [-1.51, 0.53, 1.04], [-0.38, 1.17, 0.97], [1.71, -0.36, 1.30], [2.20, 1.25, 0.77], [2.50, -0.16, -0.29], [0.49, 1.24, -1.01], [0.01, -1.62, -0.10], [-0.38, -0.90, -1.67], [-2.42, -1.16, 0.23], [-2.29, 0.27, -0.82]],
  "mulliken_charge": [-1.370, 0.541, -0.694, -0.415, -0.118, -0.506, 0.360, 0.376, 0.344, 0.304, 0.281, 0.306, 0.337, 0.254]
}

***

Entry 5:
{
  "formula": "C5H8O",
  "method": "ωB97M-V with the def2-TZVPD basis set",
  "e_homo_ev": -8.353,
  "lumo_ev": 1.13,
  "gap_ev": 9.48,
  "symbols": ["C", "C", "C", "C", "C", "O", "H", "H", "H", "H", "H", "H", "H", "H"],
  "xyz": [[0.74, -1.62, 1.12], [0.52, -1.80, -0.33], [-0.34, -0.80, 0.45], [0.05, 0.56, 0.10], [-0.93, 2.46, -0.72], [-1.04, 1.30, 0.11], [1.61, -1.06, 1.44], [0.40, -2.39, 1.80], [0.02, -2.69, -0.69], [1.25, -1.36, -1.02], [-1.39, -1.06, 0.60], [0.09, 2.47, -1.12], [-1.15, 3.37, -0.16], [-1.66, 2.31, -1.51]],
  "mulliken_charge": [-0.582, -0.609, 0.457, -0.869, -0.530, -0.131, 0.272, 0.259, 0.246, 0.285, 0.398, 0.373, 0.211, 0.221]
}

***

Entry 6:
{
  "formula": "C5H8O",
  "method": "ωB97M-V with the def2-TZVPD basis set",
  "e_homo_ev": [-7.479, -7.481],
  "lumo_ev": [0.25, 0.25],
  "gap_ev": [7.73, 7.73],
  "symbols": ["C", "C", "C", "C", "C", "O", "H", "H", "H", "H", "H", "H", "H", "H"],
  "xyz": [[-0.17, -1.03, 1.26], [-0.83, -0.99, -0.41], [0.00, 0.91, 0.52], [0.56, 1.01, -0.86], [-0.29, -0.08, -1.46], [0.20, -1.38, -1.22], [-0.86, -0.68, 2.03], [0.87, -0.87, 1.56], [-0.27, -2.13, 1.24], [-1.03, 1.26, 0.60], [0.62, 1.16, 1.38], [0.42, 1.99, -1.32], [1.62, 0.75, -0.92], [-0.84, 0.06, -2.39]],
  "mulliken_charge": [-0.824, -0.314, -0.826, -0.662, 0.119, -0.317, 0.328, 0.338, 0.320, 0.400, 0.470, 0.307, 0.249, 0.411]
}

***

Entry 7:
{
  "formula": "C5H8O",
  "method": "ωB97M-V with the def2-TZVPD basis set",
  "e_homo_ev": [-6.604, -6.760],
  "lumo_ev": [1.04, 1.02],
  "gap_ev": [7.64, 7.78],
  "symbols": ["C", "C", "C", "C", "O", "C", "H", "H", "H", "H", "H", "H", "H", "H"],
  "xyz": [[-1.08, 0.06, 1.18], [-0.91, 0.54, -0.19], [0.48, 0.46, -0.85], [1.49, -0.11, 0.16], [0.83, -1.40, 0.03], [0.30, -0.95, -1.15], [-0.46, 0.45, 1.98], [-1.91, -0.60, 1.45], [-1.30, 1.37, 0.59], [-1.74, 0.42, -0.88], [0.74, 1.24, -1.56], [1.49, 0.25, 1.19], [2.50, -0.16, -0.25], [-0.42, -1.55, -1.70]],
  "mulliken_charge": [-0.948, -0.502, 0.179, -0.499, -0.305, -0.468, 0.299, 0.250, 0.265, 0.401, 0.403, 0.249, 0.267, 0.410]
}

***

Entry 8:
{
  "formula": "C5H8O",
  "method": "ωB97M-V with the def2-TZVPD basis set",
  "e_homo_ev": -9.497,
  "lumo_ev": 0.78,
  "gap_ev": 10.27,
  "smiles": "C#CC(=C)C.O",
  "symbols": ["C", "C", "C", "C", "C", "H", "H", "H", "H", "H", "H", "O", "H", "H"],
  "xyz": [[1.60, 0.69, 1.64], [0.97, 0.58, 0.62], [0.20, 0.40, -0.59], [-0.53, 1.40, -1.08], [0.25, -0.98, -1.20], [2.18, 0.80, 2.54], [-0.55, 2.38, -0.61], [-1.12, 1.27, -1.99], [-0.13, -1.71, -0.47], [1.28, -1.25, -1.45], [-0.35, -1.03, -2.10], [-1.40, -1.22, 1.62], [-1.81, -0.50, 1.12], [-0.58, -0.82, 1.94]],
  "mulliken_charge": [0.115, -0.337, 0.173, -0.873, -0.945, 0.402, 0.308, 0.269, 0.290, 0.288, 0.344, -0.663, 0.335, 0.293]
}

***

Entry 9:
{
  "formula": "C5H8O",
  "method": "ωB97M-V with the def2-TZVPD basis set",
  "e_homo_ev": -9.407,
  "lumo_ev": 1.06,
  "gap_ev": 10.47,
  "smiles": "OC1CC=CC1",
  "symbols": ["O", "C", "C", "C", "C", "C", "H", "H", "H", "H", "H", "H", "H", "H"],
  "xyz": [[-1.93, 0.45, 0.55], [-0.92, 0.19, -0.41], [0.27, 1.17, -0.28], [1.35, 0.34, 0.36], [1.05, -0.96, 0.37], [-0.30, -1.22, -0.25], [-1.50, 0.69, 1.37], [-1.43, 0.29, -1.38], [-0.02, 2.05, 0.31], [0.60, 1.54, -1.26], [2.28, 0.77, 0.74], [1.69, -1.75, 0.75], [-0.19, -1.72, -1.22], [-0.95, -1.85, 0.37]],
  "mulliken_charge": [-0.565, 0.143, -0.882, -0.325, -0.373, -0.665, 0.328, 0.306, 0.343, 0.294, 0.401, 0.398, 0.279, 0.319]
}

***

Entry 10:
{
  "formula": "C5H8O",
  "method": "ωB97M-V with the def2-TZVPD basis set",
  "e_homo_ev": -10.315,
  "lumo_ev": -0.39,
  "gap_ev": 9.92,
  "symbols": ["C", "C", "C", "O", "C", "C", "H", "H", "H", "H", "H", "H", "H", "H"],
  "xyz": [[-0.52, 1.13, -0.64], [-0.12, -0.08, 0.21], [0.06, -1.32, -0.65], [-1.16, -0.37, 1.13], [2.09, 1.03, 0.61], [1.18, 0.18, 0.98], [-0.66, 2.02, -0.02], [0.24, 1.37, -1.40], [-1.46, 0.91, -1.15], [0.36, -2.17, -0.02], [0.84, -1.15, -1.40], [-0.88, -1.56, -1.15], [-1.35, 0.44, 1.62], [1.36, -0.42, 1.88]],
  "mulliken_charge": [-1.588, 1.359, -1.398, -0.579, -0.343, -0.441, 0.419, 0.393, 0.392, 0.370, 0.348, 0.358, 0.356, 0.356]
}

***

Entry 11:
{
  "formula": "C5H8O",
  "method": "ωB97M-V with the def2-TZVPD basis set",
  "e_homo_ev": -8.880,
  "lumo_ev": 1.00,
  "gap_ev": 9.88,
  "smiles": "O[C@@]12CC[C@@H]1C2",
  "symbols": ["O", "C", "C", "C", "C", "C", "H", "H", "H", "H", "H", "H", "H", "H"],
  "xyz": [[-0.21, -1.15, 1.77], [-0.24, -0.33, 0.65], [0.47, 1.02, 0.68], [0.87, 0.81, -0.81], [0.29, -0.60, -0.74], [-1.20, -0.47, -0.49], [-0.79, -1.90, 1.60], [1.34, 0.94, 1.33], [-0.11, 1.91, 0.96], [1.95, 0.87, -0.99], [0.36, 1.47, -1.52], [0.76, -1.53, -1.04], [-1.76, -1.41, -0.51], [-1.74, 0.38, -0.91]],
  "mulliken_charge": [-0.545, 0.560, -0.596, -0.666, -0.183, -0.752, 0.310, 0.284, 0.265, 0.273, 0.253, 0.355, 0.267, 0.174]
}

***

Entry 12:
{
  "formula": "C5H8O",
  "method": "ωB97M-V with the def2-TZVPD basis set",
  "e_homo_ev": -8.571,
  "lumo_ev": 1.06,
  "gap_ev": 9.63,
  "smiles": "C1=COCCC1",
  "symbols": ["C", "C", "O", "C", "C", "C", "H", "H", "H", "H", "H", "H", "H", "H"],
  "xyz": [[-0.65, -0.36, -1.23], [0.26, -1.29, -0.88], [1.03, -1.36, 0.26], [0.59, -0.45, 1.25], [0.36, 0.95, 0.64], [-0.82, 0.87, -0.43], [-1.22, -0.54, -2.13], [0.40, -2.19, -1.47], [-0.30, -0.78, 1.71], [1.46, -0.47, 1.94], [0.14, 1.73, 1.36], [1.24, 1.34, 0.10], [-1.78, 0.89, 0.04], [-0.70, 1.68, -1.15]],
  "mulliken_charge": [-0.265, -0.291, -0.379, -0.457, -0.629, -0.529, 0.318, 0.374, 0.323, 0.298, 0.353, 0.290, 0.309, 0.286]
}

***

Entry 13:
{
  "formula": "C5H8O",
  "method": "ωB97M-V with the def2-TZVPD basis set",
  "e_homo_ev": -8.623,
  "lumo_ev": 0.94,
  "gap_ev": 9.56,
  "symbols": ["C", "C", "C", "C", "O", "C", "H", "H", "H", "H", "H", "H", "H", "H"],
  "xyz": [[1.66, -0.24, 0.29], [0.66, 0.79, -0.18], [-0.69, 0.24, -0.68], [-1.39, -0.84, 0.16], [-2.17, 0.24, 0.75], [-1.69, 1.20, -0.03], [1.25, -0.83, 1.11], [2.57, 0.26, 0.64], [1.93, -0.93, -0.52], [1.09, 1.41, -0.97], [-0.75, 0.13, -1.77], [-0.83, -1.39, 0.91], [-2.06, -1.52, -0.37], [0.43, 1.49, 0.64]],
  "mulliken_charge": [-1.167, -0.588, 0.324, -0.444, -0.174, -0.485, 0.337, 0.361, 0.296, 0.338, 0.425, 0.229, 0.239, 0.309]
}

***

Entry 14:
{
  "formula": "C5H8O",
  "method": "ωB97M-V with the def2-TZVPD basis set",
  "e_homo_ev": -9.583,
  "lumo_ev": 0.96,
  "gap_ev": 10.54,
  "smiles": "CC#CCOC",
  "symbols": ["C", "C", "C", "C", "O", "C", "H", "H", "H", "H", "H", "H", "H", "H"],
  "xyz": [[2.23, 0.90, 0.73], [1.40, -0.04, -0.01], [0.60, -0.77, -0.54], [-0.67, -1.39, -0.95], [-1.70, -1.05, -0.05], [-1.86, 0.33, 0.18], [2.34, 0.57, 1.77], [3.22, 1.03, 0.30], [1.74, 1.88, 0.74], [-0.62, -2.48, -0.95], [-0.93, -1.06, -1.97], [-2.85, 0.45, 0.60], [-1.12, 0.72, 0.89], [-1.78, 0.92, -0.75]],
  "mulliken_charge": [-1.204, 0.608, -0.110, -0.557, -0.351, -0.656, 0.287, 0.328, 0.276, 0.297, 0.308, 0.249, 0.199, 0.326]
}

***

Entry 15:
{
  "formula": "C5H8O",
  "method": "ωB97M-V with the def2-TZVPD basis set",
  "e_homo_ev": -8.662,
  "lumo_ev": 0.56,
  "gap_ev": 9.23,
  "symbols": ["O", "C", "C", "C", "C", "C", "H", "H", "H", "H", "H", "H", "H", "H"],
  "xyz": [[-0.90, -0.91, -2.62], [-1.28, -0.50, -1.53], [-0.47, 0.34, -0.67], [1.02, 0.12, -0.55], [1.04, 0.36, 0.96], [-0.41, -0.02, 1.23], [-2.30, -0.72, -1.16], [-1.03, 0.82, 0.21], [1.26, -0.93, -0.79], [1.69, 0.75, -1.13], [1.75, -0.23, 1.54], [1.21, 1.42, 1.16], [-0.66, -1.06, 1.31], [-0.91, 0.56, 2.03]],
  "mulliken_charge": [-0.520, -0.150, -0.153, -0.424, -0.506, -0.592, 0.302, 0.241, 0.236, 0.320, 0.302, 0.255, 0.341, 0.350]
}

***

Entry 16:
{
  "formula": "C5H8O",
  "method": "ωB97M-V with the def2-TZVPD basis set",
  "e_homo_ev": -8.712,
  "lumo_ev": 1.00,
  "gap_ev": 9.72,
  "smiles": "C=CC/C=C/O",
  "symbols": ["C", "C", "C", "C", "C", "O", "H", "H", "H", "H", "H", "H", "H", "H"],
  "xyz": [[2.02, -0.87, -0.21], [1.11, -0.88, 0.76], [0.19, 0.29, 1.05], [-1.06, 0.20, 0.21], [-1.27, 0.99, -0.84], [-2.30, 0.91, -1.72], [2.17, 0.01, -0.83], [2.63, -1.74, -0.43], [0.96, -1.78, 1.35], [0.71, 1.23, 0.81], [-0.05, 0.32, 2.11], [-1.76, -0.60, 0.43], [-0.60, 1.80, -1.11], [-2.82, 0.12, -1.52]],
  "mulliken_charge": [-0.719, 0.005, -0.835, -0.229, 0.005, -0.486, 0.232, 0.265, 0.303, 0.345, 0.305, 0.218, 0.294, 0.296]
}

***

Entry 17:
{
  "formula": "C5H8O",
  "method": "ωB97M-V with the def2-TZVPD basis set",
  "e_homo_ev": [-8.413, -7.742],
  "lumo_ev": [0.55, 0.17],
  "gap_ev": [8.96, 7.91],
  "symbols": ["C", "C", "C", "C", "C", "O", "H", "H", "H", "H", "H", "H", "H", "H"],
  "xyz": [[-0.33, 1.16, 0.73], [0.23, 1.42, -0.40], [-1.16, -0.03, 1.35], [-0.82, -1.38, 0.82], [0.65, 0.49, -1.47], [0.37, -2.03, 0.90], [0.61, 2.45, -0.41], [-0.89, 0.15, 2.46], [-2.29, 0.10, 1.14], [-1.18, -1.54, -0.16], [0.47, -0.56, -1.07], [1.74, 0.67, -1.83], [0.22, 0.58, -2.45], [0.55, -2.08, 1.83]],
  "mulliken_charge": [-0.516, 0.021, 0.015, -0.775, -0.702, -0.408, 0.299, 0.271, 0.254, 0.560, 0.130, 0.236, 0.289, 0.325]
}

***

Entry 18:
{
  "formula": "C5H8O",
  "method": "ωB97M-V with the def2-TZVPD basis set",
  "e_homo_ev": -8.275,
  "lumo_ev": 0.39,
  "gap_ev": 8.67,
  "symbols": ["O", "C", "C", "C", "C", "C", "H", "H", "H", "H", "H", "H", "H", "H"],
  "xyz": [[-1.46, 1.42, 0.56], [-0.63, 0.59, -0.24], [-0.58, -0.79, 0.41], [0.73, -1.39, -0.11], [1.74, -0.32, -0.38], [0.97, 0.93, -0.24], [-1.74, 2.20, 0.07], [0.84, 1.10, 0.82], [-1.00, 0.59, -1.27], [-1.45, -1.42, 0.18], [-0.56, -0.67, 1.50], [1.13, -2.21, 0.48], [0.54, -1.82, -1.11], [1.46, 1.82, -0.67]],
  "mulliken_charge": [-0.543, -0.077, -0.727, -0.249, -0.609, -0.418, 0.319, 0.276, 0.369, 0.345, 0.270, 0.391, 0.248, 0.407]
}

***

Entry 19:
{
  "formula": "C5H8O",
  "method": "ωB97M-V with the def2-TZVPD basis set",
  "e_homo_ev": [-7.417, -7.626],
  "lumo_ev": [-0.39, -0.23],
  "gap_ev": [7.03, 7.39],
  "symbols": ["C", "C", "C", "O", "C", "C", "H", "H", "H", "H", "H", "H", "H", "H"],
  "xyz": [[-0.60, -0.15, -1.39], [-0.36, -1.00, -0.18], [1.02, -1.23, 0.36], [1.52, 0.03, 0.82], [0.60, 0.96, 0.55], [-0.54, 0.49, -0.04], [0.22, 0.07, -2.07], [-1.56, -0.27, -1.87], [-1.15, -1.67, 0.15], [1.78, -1.59, -0.33], [1.01, -1.90, 1.22], [1.02, 1.97, 0.46], [-1.10, 2.50, 1.65], [-1.89, 1.80, 0.70]],
  "mulliken_charge": [-0.673, -0.100, -0.564, -0.328, -0.093, -0.140, 0.220, 0.245, 0.345, 0.258, 0.302, 0.419, 0.042, 0.068]
}

***

Entry 20:
{
  "formula": "C5H8O",
  "method": "ωB97M-V with the def2-TZVPD basis set",
  "e_homo_ev": -8.895,
  "lumo_ev": 0.96,
  "gap_ev": 9.85,
  "smiles": "C=C=C(C)OC",
  "symbols": ["C", "C", "C", "C", "O", "C", "H", "H", "H", "H", "H", "H", "H", "H"],
  "xyz": [[-0.30, -1.71, -1.90], [0.43, -0.94, -1.14], [0.66, -0.14, -0.13], [1.81, 0.70, 0.33], [-0.43, 0.01, 0.72], [-1.54, 0.69, 0.17], [-0.36, -2.78, -1.73], [-0.93, -1.27, -2.67], [2.05, 0.39, 1.35], [2.70, 0.64, -0.30], [1.46, 1.74, 0.37], [-2.42, 0.04, 0.15], [-1.74, 1.55, 0.81], [-1.34, 1.03, -0.85]],
  "mulliken_charge": [-0.649, 0.286, 0.287, -1.075, -0.373, -0.696, 0.239, 0.254, 0.286, 0.321, 0.270, 0.240, 0.253, 0.356]
}

***

no.,E (eV)
1,-7362.1524
2,-7360.5025
3,-7359.8552
4,-7359.5989
5,-7358.5481
6,-7355.3151
7,-7355.6456
8,-7359.8381
9,-7361.5108
10,-7358.3845
11,-7360.2658
12,-7361.1376
13,-7358.5456
14,-7359.6867
15,-7358.3602
16,-7360.7030
17,-7356.8122
18,-7358.2190
19,-7354.3651
20,-7359.4260